[1]
Molecular formula: C17H39N3O
Method: DFT, the ωB97M-V functional and the def2-TZVPD basis

Structure (XYZ):
```
60
Properties=species:S:1:pos:R:3:forces:R:3
O 0.106406 -0.319281 -2.928164 0.16 0.33 -0.04
N 1.004482 -0.708334 -0.820373 -0.63 0.71 0.36
N -4.739672 0.433469 2.190114 0.04 0.02 0.04
N 5.755343 -1.607517 -1.923113 -0.03 0.06 -0.03
C -5.337941 -0.653296 2.952348 -0.01 -0.01 -0.03
C 6.386745 -1.362895 -0.639076 0.02 -0.03 0.00
C 6.809049 -0.019293 -3.628477 -0.01 -0.01 0.00
C 3.637353 -1.610836 -3.219619 -0.04 -0.01 0.01
C -5.433847 0.823870 0.974481 0.01 -0.03 -0.01
C -6.740308 1.612327 1.110785 0.00 0.00 0.00
C 6.596669 -1.442215 -3.098730 0.03 -0.01 0.02
C 0.368852 -0.586376 0.526757 0.28 -0.20 -0.14
C -2.134906 1.184679 -1.733239 -0.11 -0.16 -0.06
C -4.251158 1.557278 2.970819 -0.02 0.00 -0.03
C 0.092357 -0.097893 -1.748386 0.18 -0.28 -0.18
C -6.509979 -0.312270 3.879138 0.01 0.00 0.00
C -3.245416 1.145056 4.034615 0.02 0.01 -0.02
C -1.071270 -0.177290 0.229853 -0.12 0.00 -0.16
C 6.682622 0.089175 -0.245853 -0.01 0.00 0.00
C 4.412092 -1.065875 -2.030585 -0.01 -0.01 -0.01
C -0.899320 0.744932 -0.977220 0.04 -0.07 0.25
H -1.982488 2.141502 -2.228768 0.04 -0.01 -0.06
H -0.316489 1.610068 -0.627132 -0.11 0.04 -0.05
H -7.425174 -0.091678 3.332246 0.01 0.02 0.00
H 7.495911 0.516137 -0.831397 -0.01 0.00 -0.01
H -2.445480 0.546767 3.594575 0.00 0.00 0.01
H 5.805193 0.725528 -0.372727 0.00 0.00 0.01
H 4.047065 -1.267861 -4.170832 0.02 0.01 0.01
H 5.735475 -1.801787 0.123405 0.00 0.01 0.00
H -6.712787 -1.156971 4.539801 -0.01 0.00 -0.01
H -5.648449 -1.412629 2.230374 -0.01 -0.01 0.02
H -1.625897 -1.063391 -0.095067 -0.11 0.03 0.11
H -7.039254 1.997329 0.134202 -0.01 -0.01 0.00
H -6.281904 0.548417 4.510369 0.01 -0.01 0.02
H 5.861513 0.512679 -3.729855 0.00 -0.01 -0.02
H -5.056998 2.135711 3.450171 -0.01 -0.01 -0.01
H 3.887392 -1.347521 -1.112173 0.01 -0.01 0.00
H 6.973559 0.133602 0.805461 0.01 0.00 0.00
H -3.707056 0.560028 4.830775 -0.01 0.00 0.00
H 0.895539 0.148219 1.139907 -0.10 0.08 0.03
H -7.555727 0.994914 1.485127 0.01 0.00 0.01
H 7.317321 -1.936736 -0.615836 -0.01 0.00 0.02
H 6.171321 -2.046424 -3.903125 -0.02 0.00 0.01
H -4.731263 1.422701 0.386477 -0.01 0.01 0.02
H -2.391647 0.451538 -2.499537 -0.01 0.01 0.02
H 1.861811 -0.164981 -0.861679 0.25 -0.50 -0.13
H -5.619722 -0.085821 0.396907 0.00 0.01 -0.01
H 7.459022 0.573782 -2.986676 -0.02 0.00 0.01
H -6.626082 2.466109 1.780372 0.00 0.00 -0.01
H 4.397296 0.037753 -2.072981 0.01 0.00 0.01
H 2.598920 -1.281499 -3.170597 0.00 -0.02 -0.02
H 3.649246 -2.701680 -3.213129 0.02 0.00 0.00
H -1.605668 0.266981 1.067385 0.08 0.04 0.04
H 0.407702 -1.546554 1.038470 0.11 0.00 0.02
H -2.987268 1.287397 -1.060583 0.03 0.03 0.01
H 7.563821 -1.893710 -2.862997 0.00 0.01 -0.03
H -3.768251 2.240996 2.265672 0.00 0.01 0.02
H -2.804783 2.030752 4.493590 0.00 0.00 0.00
H 7.266982 -0.060732 -4.618414 0.02 0.00 0.01
H -4.550851 -1.116352 3.552140 0.02 0.01 0.00
```
Positions in Å, forces in eV/Å.

Output
Kohn-Sham gap: 8.584 eV
max |F|: 1.019 eV Å⁻¹

---

[2]
Molecular formula: C3H10N3
Method: DFT, the ωB97M-V functional and the def2-TZVPD basis

Structure (XYZ):
```
16
Properties=species:S:1:pos:R:3:forces:R:3
N 1.322533 -0.357596 0.396088 -1.90 -4.23 4.63
N 0.240665 -0.163382 -0.437229 -0.78 -1.63 -1.53
N -1.083056 0.336443 1.408983 1.87 -1.55 -0.84
C 2.522060 -0.159450 -0.253623 2.84 0.65 -1.03
C -0.969365 0.099273 0.105876 -0.56 2.48 0.15
C -2.253733 0.516780 -0.622171 -0.19 -0.20 -1.63
H 0.421133 -0.649018 -1.380938 -1.35 1.35 1.34
H 3.365120 -0.333068 0.471276 -0.81 0.04 -1.01
H 2.514497 -0.830900 -1.091595 1.02 -0.73 -0.73
H -2.010313 0.486002 1.777069 0.34 0.10 0.34
H 2.632660 0.821279 -0.718587 -0.16 0.29 0.51
H -2.062613 0.960048 -1.702689 -0.44 -0.96 2.42
H 1.403536 -1.531584 0.773519 -0.81 4.26 -1.37
H -2.940453 1.184664 0.018402 1.61 -0.68 -1.02
H -2.846324 -0.413691 -0.688957 0.14 0.30 -0.53
H -0.256348 0.034201 1.944576 -0.83 0.52 0.31
```
Positions in Å, forces in eV/Å.

Output
energy relative to the best compared isomer or geometry (same formula, charge and spin): 72.3 kcal/mol
Kohn-Sham gap: 10.365 eV
max |F|: 6.554 eV Å⁻¹
net charge: +1

---

[3]
Molecular formula: C6H12O
Method: DFT, the ωB97M-V functional and the def2-TZVPD basis

Structure (XYZ):
```
19
Properties=species:S:1:pos:R:3:forces:R:3
O -1.124748 -1.351110 0.049460 -0.04 0.05 0.21
C -0.610123 1.078660 -0.160848 -0.10 -0.03 0.00
C -0.249622 -0.368611 -0.554614 0.16 0.12 -0.08
C -0.447678 -0.662299 -2.040451 0.12 -0.02 0.00
C 0.092941 1.324682 1.205213 -0.15 0.12 0.07
C 0.597639 -0.070814 1.625230 -0.11 0.10 -0.10
C 1.079056 -0.522600 0.212709 0.13 -0.06 -0.18
H 0.058464 -0.011868 -2.763165 0.06 -0.03 0.33
H -0.583840 1.819026 1.902814 0.14 -0.14 0.17
H -1.533467 -0.581893 -2.193983 0.29 0.07 -0.12
H -1.697548 1.194819 -0.142588 0.11 0.05 0.20
H -0.277139 -0.656834 1.912028 0.27 0.05 0.28
H 1.291811 -0.089424 2.483037 0.06 0.13 -0.71
H -0.530740 -1.892249 0.592273 -0.63 -0.06 -0.23
H -0.200175 -1.709721 -2.234340 0.13 0.15 -0.08
H 0.983169 1.960629 1.084856 -0.37 0.03 -0.05
H -0.220229 1.773095 -0.919491 -0.14 -0.27 0.10
H 1.805525 0.235596 -0.090066 0.09 -0.19 -0.32
H 1.519026 -1.506785 0.025363 -0.02 -0.06 0.49
```
Positions in Å, forces in eV/Å.

Output
energy relative to the best compared isomer or geometry (same formula, charge and spin): 16.6 kcal/mol
Kohn-Sham gap: 10.909 eV
max |F|: 0.723 eV Å⁻¹

---

[4]
Molecular formula: C2H4N3
Method: DFT, the ωB97M-V functional and the def2-TZVPD basis

Structure (XYZ):
```
9
Properties=species:S:1:pos:R:3:forces:R:3
N -1.162288 0.024208 -0.041290 -0.92 -3.72 0.07
N 0.898623 1.005049 0.183341 0.17 1.62 1.31
N 0.893487 -0.998929 0.231788 -1.31 -1.42 0.86
C -0.010933 0.000213 0.499716 1.65 1.08 0.64
C 1.272005 0.009233 -0.622317 3.18 0.09 -1.85
H -1.471808 -0.873744 -0.344654 -1.09 -0.33 -0.12
H -1.751826 0.754424 -0.028174 -2.52 3.15 0.00
H 0.543533 -1.949152 0.032758 0.79 0.58 -0.46
H 0.789207 2.028699 0.088836 0.04 -1.04 -0.44
```
Positions in Å, forces in eV/Å.

Output
energy relative to the best compared isomer or geometry (same formula, charge and spin): 86.2 kcal/mol
Kohn-Sham gap: 10.435 eV
max |F|: 4.029 eV Å⁻¹
net charge: +1

---

[5]
Molecular formula: C21H64N2O21
Method: DFT, the ωB97M-V functional and the def2-TZVPD basis

Structure (XYZ):
```
108
Properties=species:S:1:pos:R:3:forces:R:3
O 1.428868 0.536596 -2.845768 -1.07 0.62 0.22
O 3.873556 -1.601688 -1.957402 0.55 0.30 0.86
O 5.979212 -0.809559 0.725413 0.43 0.03 -0.49
O 0.428797 -4.308431 -0.592733 0.99 0.65 0.97
O -1.578203 2.609183 4.575436 -0.84 -0.92 0.05
O -1.002559 5.889879 0.033578 -0.97 0.08 0.23
O -0.304429 -3.389030 3.937638 0.97 1.44 0.51
O -2.385129 -3.209725 0.870580 -1.61 0.94 -0.59
O -5.049966 -3.866931 -1.706664 0.51 0.23 0.36
O -0.139746 3.505900 1.410124 0.89 -0.35 -0.55
O -1.351513 -0.393061 1.372558 1.99 0.28 0.34
O -4.393673 3.023199 0.540555 2.52 1.20 1.53
O 2.303871 -2.542837 4.875455 -0.33 -0.75 0.02
O 2.714319 3.743223 1.836513 0.60 0.22 -0.43
O -0.534908 -3.581789 -3.150187 0.41 -0.90 0.26
O -0.529160 2.285098 -2.815090 -0.55 0.61 -0.14
O -3.860894 5.969685 -0.984849 1.21 -0.92 -0.34
O 2.196036 -2.469516 -4.401587 -0.72 0.87 0.92
O 2.133145 4.800337 -0.816194 0.06 -0.98 -0.04
O 3.234208 -0.903580 0.723837 0.49 -0.55 -0.24
O -3.382678 0.766707 -0.578072 0.09 -0.03 1.12
N 0.753449 0.577876 0.961842 -0.57 1.04 1.12
N 0.507781 -1.726930 1.019583 -0.85 1.73 0.81
C -0.613248 3.117354 3.716652 1.89 0.09 0.97
C -1.187217 3.373208 2.363586 -1.05 0.50 -1.80
C -0.093742 -0.475725 1.235129 -0.53 -0.69 -2.25
C -0.259112 -4.967774 -2.772900 0.05 -0.12 -1.15
C -0.895680 1.054890 -2.147524 1.40 -0.29 -1.70
C -2.757871 5.354844 -1.743388 -1.12 1.18 0.21
C -1.391086 5.897159 -1.322823 -0.46 -0.55 -1.13
C -0.027147 -2.057950 4.529784 -0.68 -1.15 -0.57
C 3.439763 3.350142 0.675021 1.29 0.91 0.60
C 3.243673 -2.848889 -2.083739 0.36 -0.85 -1.41
C 2.711848 3.491301 -0.619341 -0.47 -0.32 -2.26
C -3.874543 -3.330407 -1.123624 0.93 0.54 0.74
C 5.375492 -1.987847 1.247883 0.90 -0.21 -0.88
C -4.787769 0.837125 -0.189779 2.23 0.50 -1.77
C 3.116003 -3.187194 -3.580768 -0.03 -0.44 -0.15
C -3.587872 -3.824312 0.320755 0.20 0.15 0.10
C 4.050417 -1.510888 1.712128 -0.17 -0.34 1.88
C -0.389834 -5.184054 -1.287009 0.50 -1.21 0.41
C 0.033512 0.048845 -2.852672 0.77 0.48 0.20
C -5.205376 2.263104 -0.247807 -1.60 0.19 -0.61
C 1.423463 -1.539676 4.430298 -1.52 -0.49 0.16
H -2.983795 5.593573 -2.814339 0.62 0.05 0.81
H 3.730326 -0.930511 -0.119502 -0.32 0.03 0.05
H 1.518825 -1.761540 0.887357 -0.47 -0.25 -0.11
H 0.261363 2.415260 3.684071 -0.64 0.14 -0.72
H 1.335102 -0.701462 5.131336 0.87 0.16 -0.13
H -4.089252 5.322475 -0.303889 -0.16 0.08 0.02
H -0.290109 -2.215783 5.587706 0.12 0.43 -0.34
H 3.360064 3.363073 -1.535191 0.01 0.09 1.25
H -0.127026 3.940199 4.235660 -0.43 0.69 -0.27
H -1.610394 6.526497 0.440756 0.27 -0.28 0.34
H 1.761079 0.399719 0.900741 -0.61 -0.13 0.05
H 4.331127 3.995879 0.642697 -0.17 -0.07 0.01
H -2.951300 -3.507199 -1.679555 -0.15 -0.34 -0.47
H -3.944396 -2.231705 -1.148290 -0.29 -0.20 0.32
H 3.556415 -2.342665 2.261297 -0.20 0.47 -0.53
H -6.183821 2.342848 0.237914 -0.26 0.01 -0.58
H -1.340428 6.871458 -1.723614 0.19 1.53 -0.18
H -0.487242 -3.146201 3.029096 -0.10 -0.52 -0.49
H -3.465735 2.738615 0.381804 -0.70 0.18 0.03
H 1.800049 -3.373804 4.714201 0.67 0.52 0.13
H -0.727490 -1.386205 4.015147 0.20 0.28 0.53
H -1.877824 4.238651 2.161640 0.55 -0.59 1.11
H -1.814304 2.469555 2.141322 0.50 0.41 -0.17
H -0.237989 4.244088 0.773770 -0.66 -0.20 0.55
H -0.764538 2.224703 -3.763056 -0.03 -0.05 0.77
H -1.404515 -5.151389 -0.899849 -0.45 0.35 -0.31
H 3.811474 2.357242 0.842199 0.11 -0.83 -0.29
H 0.743581 -5.237252 -3.141560 -0.08 0.18 0.47
H -0.143168 -2.489496 0.910699 0.28 -0.24 0.07
H 2.001736 5.196711 0.042757 -0.07 0.24 0.45
H -4.767811 -4.670155 -2.133776 -0.19 -0.50 -0.30
H -4.493576 -3.644734 0.935619 0.58 -0.06 -0.03
H 1.795097 3.705737 1.607694 -1.28 -0.22 0.26
H -0.264633 0.093242 -3.878431 -0.36 -0.43 -0.97
H -5.216479 0.178214 -0.899088 -1.44 -0.58 -0.21
H -1.843298 1.781517 4.137592 -0.27 0.21 0.61
H -3.327779 -4.883754 0.371739 -0.46 -0.07 -0.31
H 3.986611 -3.556413 -1.679062 -0.55 -0.01 -0.01
H 2.355323 -1.508598 -4.278060 -0.27 -0.70 -0.19
H 1.330692 1.526746 -2.954342 0.11 -1.42 0.20
H -5.198970 2.746558 -1.239747 -0.43 -0.80 -0.15
H -0.667929 5.335540 -1.867081 0.76 -0.62 -0.32
H 1.707575 -1.209027 3.423853 -0.21 0.12 0.18
H 4.051621 -2.990666 -4.038599 1.45 0.03 -0.09
H -0.608017 1.143059 -1.136528 0.28 0.39 1.20
H 0.482716 1.581523 1.144113 0.05 -1.64 -0.18
H 2.294066 -2.957201 -1.564254 -0.03 0.24 0.21
H -1.958541 0.868070 -2.194598 -0.05 -0.32 -0.28
H 1.989825 2.651533 -0.796863 -0.17 0.84 0.59
H 6.728713 -1.035205 0.165622 -0.04 -0.02 0.06
H -0.033162 -6.209664 -0.967386 -0.27 0.87 -0.80
H 0.044838 -0.994845 -2.534918 -0.12 0.22 0.32
H -2.614258 -2.254708 0.908569 0.77 -0.49 0.24
H -2.973834 0.403515 0.232217 0.73 0.18 -0.79
H 5.997695 -2.366103 2.074056 -0.50 -0.03 0.04
H 0.215428 -3.237364 -3.679601 -0.43 -0.34 0.33
H 0.297706 -3.399466 -0.879263 -0.41 -0.02 -0.30
H 4.310351 -0.767233 2.474189 -0.37 0.13 0.00
H 3.426808 -0.947624 -2.477763 -0.67 0.79 -0.31
H -2.772846 4.287165 -1.697374 -0.23 -0.88 0.43
H 2.932915 -4.245456 -3.770631 -0.32 -0.01 0.32
H -4.747091 0.526259 0.806944 -1.03 -0.76 1.60
H 5.318397 -2.794820 0.487059 -0.10 0.41 0.18
H -0.910026 -5.698836 -3.289655 -0.19 0.64 0.01
```
Positions in Å, forces in eV/Å.

Output
energy relative to the best compared isomer or geometry (same formula, charge and spin): 14.0 kcal/mol
Kohn-Sham gap: 10.232 eV
max |F|: 3.184 eV Å⁻¹

---

[6]
Molecular formula: C20H24N2O6
Method: DFT, the ωB97M-V functional and the def2-TZVPD basis

Structure (XYZ):
```
52
Properties=species:S:1:pos:R:3:forces:R:3
O -1.541858 -6.192080 -4.384861 -0.15 -0.02 -0.17
O -1.198437 -1.920139 -0.479884 0.41 -0.36 -0.26
O 3.451208 -0.403192 1.055671 -0.15 -0.39 -0.59
O 1.680124 -2.589479 -1.855530 0.63 -0.27 0.74
O 3.559737 1.379301 2.964367 -0.59 0.35 -0.37
O 1.981427 -0.184317 -0.656494 0.48 0.41 1.06
N -1.203494 -4.457994 -3.061288 -0.03 1.87 1.54
N -2.759321 -3.403414 -1.056436 -0.77 -0.91 -0.54
C -1.510252 -2.917966 -1.113539 0.09 1.16 0.19
C 0.404422 3.257713 1.023291 0.11 -0.44 -0.40
C 0.872965 3.765996 2.238983 0.63 -0.72 -0.08
C 2.529469 1.979964 2.302052 0.62 -0.64 0.27
C 0.973833 2.121068 0.459928 -0.14 0.51 0.42
C 0.351667 -6.375631 -2.966860 -0.20 0.27 -0.04
C -1.103759 7.137213 3.996675 0.15 -0.22 -0.08
C -3.841219 -2.805667 -0.275754 0.53 0.16 0.09
C -0.510476 -3.656792 -2.029066 -0.12 -0.38 -0.49
C 2.041855 1.457716 1.090777 -0.99 0.52 -0.95
C 2.562402 0.221984 0.490875 0.17 0.00 0.52
C -0.622739 6.106568 4.808419 0.10 -0.04 -0.47
C -0.266013 5.982324 2.042270 -0.14 0.14 0.43
C 1.947427 3.115814 2.863666 -0.32 0.22 -0.17
C 0.105973 -1.432729 -3.252176 -0.25 -0.23 0.29
C -0.866160 -5.662332 -3.519512 0.27 -1.82 -0.89
C 0.571179 -2.783124 -2.704678 -0.31 0.77 -0.64
C 0.034302 5.012825 4.236057 -0.20 0.43 -0.13
C 0.218561 4.934410 2.845338 -0.34 0.65 0.39
C -0.922939 7.075840 2.613001 0.18 -0.38 0.25
H -2.956364 -4.246559 -1.572322 -0.02 0.06 0.10
H 0.949264 -3.350005 -3.556303 -0.32 -0.37 -0.08
H 0.908918 -0.979679 -3.832843 -0.01 -0.03 -0.08
H 0.018150 -4.336604 -1.363227 0.10 -0.15 0.01
H -4.792369 -3.282411 -0.516488 0.24 -0.05 -0.08
H 3.791366 0.569675 2.450360 -0.09 0.23 0.08
H 0.491133 -7.307028 -3.514768 -0.14 0.17 0.04
H 0.198572 -6.597795 -1.912383 0.18 0.01 0.12
H -0.761802 6.152522 5.884585 0.01 -0.03 -0.14
H 2.349622 3.488118 3.798697 0.01 -0.04 -0.07
H 1.233131 -5.750786 -3.094032 0.16 0.00 0.20
H -0.125379 5.961060 0.966175 0.05 -0.08 0.12
H -0.437515 3.720410 0.518964 0.07 -0.01 0.13
H -0.760314 -1.572738 -3.897435 -0.07 0.08 -0.14
H 2.175454 -1.133730 -0.769842 -0.21 0.01 -0.21
H 0.381964 4.212048 4.881355 -0.01 0.03 -0.15
H 0.551058 1.745275 -0.468924 0.25 -0.09 0.22
H -3.908374 -1.738662 -0.498322 0.02 -0.10 0.06
H -1.615209 7.986032 4.441090 0.06 -0.11 -0.05
H -1.290088 7.879071 1.980962 0.06 -0.11 0.07
H 2.445821 -2.461712 -2.424640 0.06 -0.06 0.06
H -0.155589 -0.755184 -2.440051 -0.01 -0.10 0.00
H -1.996181 -4.040485 -3.525562 0.04 0.00 -0.11
H -3.635154 -2.924717 0.789661 -0.10 0.09 -0.03
```
Positions in Å, forces in eV/Å.

Output
energy relative to the best compared isomer or geometry (same formula, charge and spin): 0.0 kcal/mol
Kohn-Sham gap: 8.773 eV
max |F|: 2.422 eV Å⁻¹